1.
{"formula": "C44H49AsN5O2P2PbS2Te", "method": "ωB97M-V with the def2-TZVPD basis set", "multiplicity": 1, "homo_ev": -14.599, "total_charge": 3, "relative_energy_kj_mol": 139.1, "energy_ha": -6305.2317, "elements": ["Pb", "Te", "C", "C", "C", "N", "C", "C", "C", "P", "C", "C", "C", "C", "C", "C", "C", "C", "C", "C", "C", "C", "P", "C", "C", "C", "C", "C", "C", "C", "C", "C", "C", "C", "C", "H", "H", "H", "H", "H", "H", "H", "H", "H", "H", "H", "H", "H", "H", "H", "H", "H", "H", "H", "H", "H", "H", "H", "H", "C", "N", "C", "C", "N", "C", "S", "H", "H", "H", "H", "H", "H", "H", "H", "C", "As", "C", "C", "S", "H", "H", "H", "H", "H", "H", "H", "H", "H", "O", "C", "N", "C", "O", "C", "C", "C", "C", "N", "C", "H", "H", "H", "H", "H", "H", "H", "H"], "positions_angstrom": [[0.28745, 0.62619, -0.96661], [-3.87975, -0.69811, 3.29329], [-3.17055, -2.62781, 3.96019], [-4.04905, -3.70061, 3.96409], [-3.54905, -4.94431, 4.34209], [-2.29485, -5.14531, 4.67779], [-1.46255, -4.12851, 4.70009], [-1.86565, -2.84701, 4.35679], [-2.02035, -0.37421, 2.30019], [-0.69305, -0.19281, 3.31719], [-0.77955, 0.50969, 4.96339], [0.15695, 0.08309, 5.90799], [0.11935, 0.62299, 7.17929], [-0.83555, 1.57709, 7.50169], [-1.75995, 2.00239, 6.55539], [-1.73735, 1.47339, 5.27939], [0.94355, -0.73961, 2.80599], [2.04925, 0.10139, 2.93209], [3.30545, -0.38281, 2.61039], [3.46145, -1.68721, 2.16479], [2.36135, -2.52651, 2.06239], [1.10035, -2.06101, 2.38289], [-1.77665, -0.67411, 0.53199], [-2.33735, -2.40721, 0.41339], [-1.39895, -3.43101, 0.32249], [-1.81265, -4.75121, 0.37039], [-3.15895, -5.05241, 0.50739], [-4.09785, -4.03291, 0.54469], [-3.69385, -2.71141, 0.50099], [-3.15105, 0.24069, -0.23111], [-3.61355, -0.20111, -1.47121], [-4.59095, 0.51479, -2.13601], [-5.09865, 1.67909, -1.57771], [-4.61745, 2.13609, -0.35981], [-3.64305, 1.42049, 0.31559], [-5.08535, -3.59031, 3.68129], [-4.18515, -5.81801, 4.36549], [-0.44685, -4.34311, 5.00279], [-1.13515, -2.03231, 4.39579], [0.89205, -0.66871, 5.65249], [0.83535, 0.29589, 7.91669], [-0.85895, 1.99299, 8.49599], [-2.49095, 2.75249, 6.81199], [-2.44135, 1.80869, 4.52949], [1.91845, 1.11599, 3.28239], [4.16565, 0.25579, 2.73509], [4.44255, -2.06551, 1.91939], [2.49295, -3.55201, 1.75989], [0.24595, -2.72131, 2.34489], [-0.34915, -3.19451, 0.19979], [-1.08765, -5.54721, 0.29689], [-3.47835, -6.08041, 0.57189], [-5.15105, -4.26141, 0.59959], [-4.42905, -1.91701, 0.49829], [-3.21885, -1.11471, -1.89531], [-4.95915, 0.16329, -3.08731], [-5.87615, 2.22649, -2.08681], [-5.00285, 3.04979, 0.06569], [-3.25615, 1.78149, 1.25949], [0.86825, 5.52039, -1.17691], [-0.28425, 4.95009, -1.81531], [-0.91605, 5.59379, -2.96141], [-2.10365, 4.66439, -3.28281], [-2.02315, 3.68219, -2.20981], [-0.96305, 3.88379, -1.44021], [-0.57315, 2.93509, -0.05211], [1.76745, 5.35669, -1.77641], [0.99085, 5.07059, -0.19271], [0.72405, 6.59359, -1.05121], [-0.20995, 5.66529, -3.79211], [-1.22825, 6.60539, -2.68731], [-1.99745, 4.17369, -4.25591], [-3.06455, 5.18409, -3.26151], [-2.69395, 2.94169, -2.08411], [1.41415, 1.75429, -5.74691], [0.24145, 0.33959, -5.11091], [1.25485, -1.30391, -4.87251], [-1.10035, 0.14089, -6.49621], [-0.86325, 1.02359, -3.38401], [1.75505, 1.48739, -6.74761], [2.28015, 1.88279, -5.09711], [0.84225, 2.68449, -5.79371], [1.47745, -1.71221, -5.85991], [0.65725, -2.02721, -4.31371], [2.19735, -1.10581, -4.35321], [-0.59605, 0.06979, -7.46161], [-1.74965, 1.02019, -6.49761], [-1.71155, -0.74751, -6.33561], [6.85585, -3.20671, -1.96261], [6.96695, -2.31661, -3.04431], [6.53365, -1.03651, -2.54461], [5.26525, -0.62701, -2.70271], [4.48155, -1.08041, -3.51931], [4.78895, 0.45769, -1.77571], [5.53945, 1.40889, -1.09101], [4.87275, 2.30339, -0.26261], [3.49315, 2.22419, -0.14511], [2.77195, 1.31809, -0.79981], [3.41395, 0.47249, -1.59171], [7.19895, -4.07401, -2.20611], [6.30355, -2.59151, -3.87341], [7.99975, -2.23261, -3.40371], [7.07955, -0.70291, -1.76221], [6.61215, 1.46629, -1.20221], [5.42495, 3.05159, 0.28629], [2.94395, 2.89959, 0.49499], [2.82345, -0.26721, -2.12141]], "forces_ev_per_angstrom": [[0.830, -0.422, -0.436], [0.410, -0.435, 0.173], [-0.208, 0.270, -0.116], [0.021, 0.156, 0.044], [-0.440, 0.185, -0.104], [0.313, -0.856, 0.241], [0.044, 0.460, -0.090], [0.240, 0.249, -0.030], [1.134, 0.395, 1.220], [-0.832, 0.455, -0.654], [0.185, -0.367, -0.675], [-0.009, -0.048, -0.061], [0.075, -0.049, 0.014], [0.008, -0.071, -0.065], [0.004, -0.001, -0.114], [-0.038, 0.161, -0.072], [-0.555, 0.232, 0.166], [-0.038, 0.072, 0.006], [0.002, 0.189, 0.036], [-0.072, -0.040, 0.028], [0.028, -0.012, -0.061], [-0.171, 0.013, 0.022], [-1.140, -0.793, 0.393], [0.177, 0.294, -0.131], [-0.011, 0.095, -0.038], [0.062, -0.115, 0.047], [0.027, 0.043, 0.000], [-0.072, 0.033, -0.007], [-0.036, 0.010, -0.215], [0.184, -0.038, 0.021], [0.105, 0.018, 0.162], [-0.023, 0.030, -0.112], [-0.008, 0.045, -0.028], [-0.047, 0.084, 0.066], [0.018, -0.089, -0.007], [-0.077, -0.040, -0.049], [-0.178, -0.016, -0.053], [0.139, 0.069, 0.038], [-0.205, -0.509, 0.261], [0.061, -0.021, 0.030], [0.044, -0.017, 0.087], [-0.006, 0.053, 0.124], [-0.074, 0.067, 0.023], [-0.010, 0.012, 0.071], [0.075, 0.071, 0.080], [0.107, 0.077, -0.048], [0.096, -0.004, 0.015], [0.006, -0.158, -0.071], [-0.066, -0.070, -0.005], [0.050, -0.020, 0.004], [0.068, -0.077, 0.011], [-0.024, -0.127, -0.054], [-0.103, -0.074, 0.033], [-0.003, -0.105, 0.050], [-0.032, -0.043, -0.081], [-0.068, -0.039, -0.083], [-0.093, 0.068, -0.070], [-0.086, 0.078, 0.063], [-0.026, 0.073, 0.045], [0.437, 0.146, 0.290], [-0.198, -0.185, -0.152], [-0.139, 0.274, -0.343], [-0.168, 0.106, -0.353], [0.038, 0.193, 0.078], [-0.225, -0.242, 0.187], [-0.040, 0.119, 0.354], [-0.051, 0.011, 0.035], [0.063, 0.046, -0.114], [-0.030, -0.011, -0.028], [-0.047, 0.026, 0.091], [0.011, -0.097, -0.046], [0.009, 0.074, 0.155], [0.147, -0.046, 0.005], [0.040, -0.093, 0.191], [-0.096, -0.183, 0.044], [-0.016, 0.182, -0.152], [-0.113, 0.151, 0.002], [0.105, -0.044, -0.043], [0.000, -0.017, -0.485], [0.002, -0.004, 0.016], [-0.124, -0.103, 0.046], [0.022, -0.192, 0.029], [-0.025, 0.074, 0.021], [-0.011, 0.161, -0.073], [-0.106, 0.079, -0.056], [-0.006, -0.048, 0.062], [0.192, -0.073, 0.117], [0.140, 0.031, 0.098], [-0.047, -0.193, 0.221], [0.056, -0.049, -0.583], [0.377, -0.181, 0.087], [-0.016, 0.277, 0.082], [-0.057, -0.149, -0.082], [-0.233, 0.182, 0.105], [-0.263, -0.237, -0.091], [-0.014, 0.004, 0.013], [0.354, 0.169, 0.130], [0.271, 0.195, -0.064], [0.092, -0.116, -0.051], [0.052, 0.042, -0.042], [0.189, 0.089, 0.142], [-0.156, -0.037, 0.090], [-0.203, 0.095, -0.038], [0.108, 0.030, -0.001], [-0.022, 0.068, 0.020], [-0.026, 0.126, 0.069], [-0.031, -0.054, -0.021]]}

2.
{"formula": "C44H49FMgN4O3SbSi", "method": "ωB97M-V with the def2-TZVPD basis set", "multiplicity": 1, "homo_ev": -6.083, "total_charge": 1, "energy_ha": -2980.1357, "elements": ["Mg", "F", "C", "C", "C", "C", "O", "C", "C", "N", "C", "C", "C", "C", "C", "C", "N", "C", "C", "N", "C", "C", "C", "O", "O", "H", "H", "H", "H", "H", "H", "H", "H", "H", "H", "H", "H", "H", "H", "H", "H", "H", "H", "C", "C", "C", "C", "C", "C", "Sb", "C", "C", "C", "C", "C", "C", "C", "C", "C", "C", "C", "C", "H", "H", "H", "H", "H", "H", "H", "H", "H", "H", "H", "H", "H", "H", "H", "C", "C", "C", "C", "N", "C", "C", "H", "H", "H", "H", "H", "H", "H", "C", "Si", "C", "C", "H", "H", "H", "H", "H", "H", "H", "H", "H"], "positions_angstrom": [[-0.25858, -0.13727, 1.40230], [1.56566, -2.41768, -5.24503], [2.41524, -2.01300, -4.23177], [1.79877, -1.82185, -3.02531], [2.56119, -1.64088, -1.83370], [1.88886, -1.09959, -0.64757], [0.60003, -0.95248, -0.62997], [2.86083, -0.64124, 0.37666], [4.17711, -0.98837, 0.22893], [4.68979, -1.78455, -0.76492], [6.09047, -2.02141, -0.81935], [6.56642, -3.46876, -0.95067], [6.70299, -2.66040, 0.35839], [3.95328, -1.76982, -1.96166], [4.57870, -1.98212, -3.17536], [3.83768, -1.90095, -4.39594], [4.47616, -1.77513, -5.62821], [5.93139, -2.03086, -5.70083], [6.58641, -1.10705, -6.71389], [5.81530, -1.17342, -7.97930], [4.35846, -0.81107, -7.84426], [3.72982, -1.81193, -6.88506], [2.46200, 0.34406, 1.40213], [3.36439, 0.61957, 2.23641], [1.30228, 0.93074, 1.32397], [0.74669, -1.84938, -2.97181], [4.85625, -0.59915, 0.95130], [6.73982, -1.28253, -1.31836], [7.50445, -3.61282, -1.43328], [5.74192, -4.18316, -1.04837], [7.71766, -2.37662, 0.58343], [5.98457, -2.97047, 1.09952], [5.61780, -2.16161, -3.15294], [6.16817, -3.07360, -6.03990], [6.42179, -1.84515, -4.70788], [7.62286, -1.42709, -6.87622], [6.69052, -0.08641, -6.38719], [5.82693, -2.14309, -8.36209], [6.19727, -0.54052, -8.71004], [3.91411, -0.94413, -8.84083], [4.22791, 0.23939, -7.49025], [3.64305, -2.87422, -7.34359], [2.72116, -1.47227, -6.69772], [-7.78894, 3.23516, 0.56157], [-7.39738, 2.09444, -0.12518], [-6.07115, 1.59511, 0.05742], [-5.18454, 2.34221, 0.82112], [-5.51064, 3.57700, 1.33649], [-6.78381, 4.06464, 1.11728], [-3.29361, 1.32367, 1.29864], [-4.43572, -0.58604, 1.80892], [-5.79044, -0.76213, 2.21528], [-6.23711, -1.97606, 2.71224], [-5.43707, -3.08655, 2.74716], [-4.10710, -2.96345, 2.25151], [-3.66078, -1.73949, 1.79842], [-3.03397, 2.65363, 3.07871], [-1.76946, 3.32316, 3.20310], [-1.39820, 3.95790, 4.37194], [-2.22768, 3.90737, 5.47318], [-3.53820, 3.46742, 5.30341], [-3.94210, 2.79488, 4.12693], [-8.83062, 3.56946, 0.67601], [-8.04554, 1.38735, -0.67365], [-5.74097, 0.74635, -0.54102], [-4.81137, 4.16276, 1.91221], [-7.06904, 5.07543, 1.41667], [-6.50619, 0.08012, 2.08271], [-7.20564, -1.94813, 3.15238], [-5.80130, -4.04560, 3.14686], [-3.46183, -3.83891, 2.16065], [-2.63943, -1.70490, 1.29114], [-1.04023, 3.26250, 2.37010], [-0.45444, 4.42838, 4.46713], [-1.94103, 4.15633, 6.46556], [-4.28463, 3.58300, 6.11345], [-4.94722, 2.36208, 4.13012], [0.34933, -0.52478, 7.70659], [-0.01220, -0.31008, 6.24549], [0.92960, 0.30733, 5.37874], [0.70026, 0.26331, 3.99891], [-0.36989, -0.36454, 3.41518], [-1.30199, -0.85629, 4.25425], [-1.15827, -0.86625, 5.68572], [-0.39188, -1.28290, 8.04558], [0.11157, 0.43476, 8.23771], [1.42459, -0.81979, 7.88763], [1.84398, 0.85066, 5.65738], [1.45887, 0.80095, 3.39720], [-2.27645, -1.14195, 3.85181], [-1.95923, -1.28094, 6.31133], [-2.54475, 0.15368, -2.09640], [-2.57750, 1.82243, -1.09889], [-0.69910, 2.09651, -0.93274], [-3.60664, 3.09201, -1.98829], [-3.44203, 0.02060, -2.70579], [-2.41175, -0.70471, -1.45961], [-1.64962, 0.18549, -2.73884], [-0.48979, 3.10736, -0.58476], [-0.40580, 2.22764, -2.00435], [-0.06800, 1.38101, -0.39427], [-3.29338, 3.32339, -3.05396], [-3.50712, 4.02623, -1.46151], [-4.66297, 2.87806, -2.03235]], "forces_ev_per_angstrom": [[-1.731, 0.405, -1.145], [0.924, 0.593, 0.117], [-0.025, -0.217, 0.031], [1.927, -0.064, 0.758], [-0.924, 0.558, -1.725], [-1.532, 0.492, 0.437], [3.301, -0.637, 0.865], [-1.162, -0.953, -2.044], [-0.918, -0.384, 0.108], [-0.630, 1.494, -0.672], [1.552, 0.023, -0.524], [-1.057, 1.247, 1.008], [-0.476, -1.204, -0.788], [-0.668, -1.056, 1.269], [-1.544, 0.530, -1.457], [-0.367, -0.833, 1.264], [0.674, -0.400, 0.075], [-0.281, -0.078, 0.147], [0.725, -0.406, 0.471], [-0.043, 0.461, -1.445], [-0.644, -0.286, 0.094], [0.300, -0.799, 0.038], [1.754, 1.858, 1.795], [-1.814, -0.250, -1.056], [1.726, -0.923, -0.066], [-1.099, 0.052, 0.081], [0.502, -0.021, 0.541], [-0.706, -0.047, 0.125], [0.218, -0.364, -0.628], [0.684, 0.039, 0.145], [-0.140, 0.021, 0.530], [0.392, 0.165, 0.558], [0.787, 0.017, -0.086], [-0.354, 0.459, 0.518], [-0.556, -0.270, -1.196], [-0.308, -0.173, -0.330], [-0.580, 0.510, 0.050], [0.236, 0.696, 0.250], [0.122, -0.610, 0.547], [0.162, 0.276, 0.253], [0.426, -0.858, -0.263], [0.307, 1.507, 0.589], [-0.168, -0.092, -0.018], [0.303, 0.915, -0.266], [0.805, -1.845, 0.526], [-1.096, 2.016, -0.736], [0.694, -1.619, 0.652], [-0.640, 0.333, -0.432], [-1.203, -0.179, 0.151], [0.437, -0.830, 0.710], [-1.156, -0.387, -0.158], [1.119, 1.436, -0.672], [-0.071, 0.769, 0.177], [1.595, -0.758, -0.096], [-1.249, -0.689, 0.152], [1.115, 0.205, -0.856], [1.167, 0.831, -0.187], [-0.805, -0.909, -0.745], [-0.151, -0.655, 0.025], [-1.626, -0.153, -0.335], [-0.549, -0.732, 0.044], [0.392, 0.349, 0.597], [0.488, -0.227, -0.573], [-0.148, 0.893, 0.367], [-0.080, -0.182, 0.456], [0.224, 0.046, -0.029], [0.085, -0.340, 0.259], [0.629, -0.654, 0.437], [-0.818, -0.467, 0.064], [0.223, 0.558, -0.226], [-0.197, 0.162, 0.134], [-0.953, 0.136, 0.875], [-0.484, 0.079, 0.466], [0.937, 0.266, -0.050], [0.460, 0.756, 0.484], [0.668, -0.243, -0.394], [0.297, 0.161, -0.361], [-1.002, 0.559, 0.118], [1.885, -0.365, -0.183], [-1.085, -0.218, -1.060], [0.423, 0.180, 1.101], [0.699, 0.320, 1.768], [-0.175, 0.565, 1.716], [0.078, 0.412, -1.841], [0.924, 0.367, 0.345], [0.433, -0.856, -0.140], [-1.344, 0.290, -0.319], [-0.583, -0.499, 0.399], [-0.920, -0.744, 0.175], [0.539, -0.302, -0.263], [0.433, 0.099, -0.387], [0.025, 1.035, -0.061], [0.445, -1.503, -0.536], [-0.396, 1.458, -1.338], [0.978, 0.738, -1.785], [0.092, -0.059, 0.030], [-0.047, -0.439, 0.438], [-0.327, 0.020, -0.021], [0.069, 0.058, 0.641], [0.253, -0.711, 0.563], [-0.295, 0.306, -0.606], [-0.162, -0.388, 1.032], [-0.043, 0.537, 0.332], [-0.302, -0.377, 0.205]]}

Computed max |F| (hartree/bohr) in order:
0.03329, 0.06751
Computed frontier orbital gap (eV) in order:
6.233, 2.470